# 1
Density functional theory data (wB97M-V/def2-TZVPD) for a 30-piece molecular cluster, C12H80FNO36S overall.

Geometry (Å):
C1 -0.526 0.109 -5.182
C2 0.804 -0.186 -4.478
C3 0.704 0.240 -3.018
C4 1.819 -0.360 -2.189
N1 1.886 0.117 -0.788
C5 1.016 -0.530 0.139
O1 0.204 -1.582 -0.412
C6 -1.100 -1.330 -0.224
O2 -1.985 -1.924 -0.754
O3 -1.273 -0.337 0.678
C7 -0.043 0.305 0.917
C8 0.345 0.282 2.391
O4 -0.631 0.908 3.156
C9 -0.186 1.463 4.393
C10 -0.068 2.969 4.358
O5 1.323 3.262 4.370
C11 1.646 4.591 3.979
C12 3.043 4.610 3.352
S1 -0.258 2.086 0.533
O6 -1.592 2.441 0.856
O7 0.842 2.816 1.059
F1 -0.156 2.134 -1.003
H1 -1.217 -0.720 -5.051
H2 -0.992 0.979 -4.723
H3 -0.400 0.301 -6.242
H4 1.556 0.406 -4.980
H5 1.029 -1.246 -4.532
H6 -0.295 0.054 -2.620
H7 0.850 1.317 -2.980
H8 2.747 -0.020 -2.637
H9 1.830 -1.448 -2.254
H10 2.842 -0.016 -0.486
H11 1.636 -0.971 0.919
H12 1.323 0.759 2.481
H13 0.447 -0.775 2.667
H14 -0.897 1.150 5.152
H15 0.784 1.066 4.685
H16 -0.560 3.387 5.233
H17 -0.565 3.355 3.467
H18 1.613 5.246 4.850
H19 0.910 4.944 3.264
H20 3.687 5.248 3.945
H21 3.435 3.598 3.316
H22 3.010 4.970 2.341
O8 -0.313 -4.309 1.956
H23 -0.238 -3.712 1.204
H24 -0.594 -3.751 2.695
O9 -1.101 -6.393 -0.278
H25 -1.327 -6.075 -1.159
H26 -0.993 -5.585 0.235
O10 5.050 -0.171 -1.535
H27 5.161 -0.801 -2.259
H28 5.915 -0.175 -1.104
O11 -4.063 -6.571 0.392
H29 -4.059 -7.145 -0.380
H30 -3.193 -6.711 0.785
O12 -0.029 -3.085 -5.635
H31 0.486 -3.621 -6.249
H32 -0.831 -3.607 -5.467
O13 -2.377 4.327 5.734
H33 -2.421 4.737 4.856
H34 -3.103 4.689 6.247
O14 2.482 -4.685 2.941
H35 1.566 -4.950 2.791
H36 3.005 -5.308 2.429
O15 -3.475 -2.260 1.845
H37 -3.305 -2.388 0.903
H38 -2.879 -1.545 2.098
O16 4.019 3.787 6.384
H39 3.337 3.487 5.771
H40 3.693 3.512 7.247
O17 3.240 1.793 -5.831
H41 3.660 1.758 -6.697
H42 3.700 2.510 -5.366
O18 -6.303 -5.617 -1.163
H43 -6.715 -4.747 -1.245
H44 -5.975 -5.670 -0.255
O19 2.010 -4.574 -3.972
H45 1.469 -4.189 -4.676
H46 1.509 -4.376 -3.174
O20 -2.488 -3.268 4.464
H47 -2.926 -3.079 3.620
H48 -2.377 -2.412 4.889
O21 -1.560 -7.075 2.397
H49 -1.883 -6.993 3.301
H50 -1.190 -6.209 2.189
O22 -2.769 5.339 3.075
H51 -3.040 4.854 2.288
H52 -3.149 6.215 2.957
O23 -7.890 -8.219 -0.830
H53 -8.118 -8.179 0.103
H54 -7.525 -7.345 -1.029
O24 7.795 -1.557 -1.188
H55 7.903 -2.179 -1.916
H56 8.651 -1.544 -0.749
O25 -1.301 6.943 1.099
H57 -0.990 6.229 0.532
H58 -0.829 6.780 1.926
O26 -1.097 9.799 1.941
H59 -1.052 8.999 1.401
H60 -1.710 9.584 2.649
O27 -2.689 -9.273 0.297
H61 -2.400 -9.314 -0.619
H62 -2.082 -8.646 0.715
O28 5.696 1.880 -4.062
H63 5.716 1.156 -4.696
H64 5.517 1.448 -3.216
O29 1.798 1.299 7.171
H65 1.533 1.820 6.404
H66 1.170 1.546 7.857
O30 1.370 5.983 1.433
H67 1.755 5.132 1.727
H68 1.805 6.171 0.594
O31 0.813 3.478 -6.023
H69 1.489 2.780 -6.011
H70 0.784 3.761 -6.942
O32 -0.593 8.951 -1.625
H71 -0.810 9.750 -1.135
H72 -0.678 8.245 -0.975
O33 -8.679 -3.989 -1.443
H73 -9.318 -4.425 -2.015
H74 -9.123 -3.197 -1.126
O34 -2.787 -3.213 -5.309
H75 -3.339 -2.871 -6.018
H76 -3.311 -3.109 -4.508
O35 4.148 -2.518 -3.290
H77 3.424 -3.044 -3.663
H78 4.160 -2.777 -2.363
O36 2.473 4.399 -3.735
H79 2.011 3.882 -4.408
H80 1.885 5.144 -3.582

Calculated values
E_LUMO = -0.4 eV
HOMO = -10.12 eV

Atomic partial charges in e from the Mulliken method, atoms 1 to 5:
1. C -1.544
2. C 0.367
3. C -0.371
4. C -0.810
5. N -0.010

***

# 2
Density functional theory data (wB97M-V/def2-TZVPD) for C12H8AgF6N3O4S2 as an isolated structure.

Geometry (Å):
Ag1 -0.196 1.638 -0.776
C1 4.297 0.646 -1.357
C2 4.551 -0.110 -0.227
C3 3.588 -0.187 0.764
C4 2.383 0.480 0.592
N1 2.150 1.222 -0.494
C5 3.082 1.302 -1.439
C6 1.291 0.404 1.616
C7 1.285 -0.564 2.606
C8 0.238 -0.595 3.516
C9 -0.766 0.348 3.416
C10 -0.687 1.277 2.393
N2 0.310 1.306 1.512
H1 5.018 0.730 -2.159
H2 5.490 -0.636 -0.113
H3 3.783 -0.753 1.663
H4 2.840 1.919 -2.297
H5 2.065 -1.309 2.657
H6 0.205 -1.361 4.279
H7 -1.614 0.349 4.085
H8 -1.467 2.017 2.260
F1 0.020 -1.317 -1.137
C11 -0.399 -1.112 -2.385
F2 -0.810 -2.250 -2.901
F3 0.644 -0.662 -3.091
S1 -1.775 0.197 -2.480
O1 -1.069 1.367 -2.975
O2 -2.787 -0.381 -3.304
N3 -2.232 0.515 -0.973
S2 -3.056 -0.661 -0.220
O3 -2.685 -1.968 -0.672
O4 -3.085 -0.367 1.179
C12 -4.827 -0.414 -0.794
F4 -5.621 -0.432 0.272
F5 -5.187 -1.391 -1.607
F6 -4.977 0.750 -1.413

Calculated values
E_LUMO = -0.6 eV
HOMO = -9.37 eV

Atomic partial charges in e from the Mulliken method, atoms 1 to 5:
1. Ag 0.408
2. C -0.563
3. C -0.461
4. C -0.548
5. C 0.643

***

# 3
Density functional theory data (wB97M-V/def2-TZVPD) for C12H8Br2F5I2O5PtSeTe as an isolated structure.

Geometry (Å):
Pt1 1.451 0.553 0.408
F1 0.720 2.856 -3.961
Te1 0.881 1.379 -2.825
F2 0.519 0.356 -4.353
F3 2.619 1.220 -3.502
F4 1.584 2.735 -1.713
F5 -0.991 1.266 -2.645
O1 1.221 0.067 -1.601
Br1 -2.699 -2.928 1.019
C1 -1.702 -4.506 1.342
C2 -2.418 -5.676 1.564
C3 -1.749 -6.862 1.807
C4 -0.361 -6.876 1.827
C5 0.346 -5.707 1.603
C6 -0.311 -4.503 1.356
I1 0.840 -2.792 1.045
H1 -3.499 -5.645 1.544
H2 -2.311 -7.770 1.981
H3 0.174 -7.796 2.020
H4 1.427 -5.715 1.622
Br2 1.247 4.311 1.389
C7 -0.047 4.526 0.040
C8 -0.097 5.728 -0.654
C9 -1.055 5.925 -1.634
C10 -1.970 4.926 -1.931
C11 -1.906 3.715 -1.262
C12 -0.941 3.515 -0.287
I2 -0.899 1.660 0.681
H5 0.629 6.496 -0.428
H6 -1.080 6.864 -2.172
H7 -2.722 5.076 -2.693
H8 -2.590 2.916 -1.509
O2 4.456 1.091 2.789
Se1 3.230 0.117 2.491
O3 1.757 0.983 2.328
O4 3.192 -0.377 0.840
O5 3.054 -1.127 3.474

Calculated values
E_LUMO = 1.6 eV
relative energy (zero: lowest compared OMol25 entry of this formula, charge and spin) = 0.0 kcal/mol
charge = -1
HOMO = -6.44 eV

Atomic partial charges in e from the Mulliken method, atoms 1 to 5:
1. Pt 0.939
2. F -0.413
3. Te 2.160
4. F -0.419
5. F -0.434

***

# 4
Density functional theory data (wB97M-V/def2-TZVPD) for C12H8Br2Se as an isolated structure.

Geometry (Å):
C1 1.227 1.821 2.785
C2 0.791 0.589 2.290
C3 1.502 2.826 1.847
C4 -0.412 -2.652 -2.487
C5 0.528 0.376 0.923
C6 1.316 2.666 0.521
C7 0.422 -1.577 -2.776
C8 -1.308 -2.400 -1.519
C9 0.788 1.429 0.055
C10 0.191 -0.434 -2.139
C11 -1.604 -1.279 -0.841
C12 -2.458 -0.929 0.163
Se1 0.701 1.249 -1.862
Br1 -4.064 -2.009 0.344
Br2 -2.497 0.710 0.988
H1 1.506 1.959 3.843
H2 0.438 -0.365 2.775
H3 2.072 3.674 2.076
H4 -0.279 -3.709 -2.756
H5 0.053 -0.631 0.732
H6 1.683 3.465 -0.156
H7 1.268 -1.502 -3.592
H8 -1.865 -3.276 -1.213

Calculated values
E_LUMO (spin up / spin down) = -0.7 / -0.7 eV
HOMO (spin up / spin down) = -7.85 / -7.85 eV

Atomic partial charges in e from the Mulliken method, atoms 1 to 5:
1. C -0.704
2. C -0.343
3. C -0.326
4. C -0.570
5. C -0.564

***

# 5
Density functional theory data (wB97M-V/def2-TZVPD) for one molecule with the formula C12H8ClNO2.

Geometry (Å):
N1 1.903 0.468 4.184
O1 -1.622 -0.888 2.840
Cl1 -0.236 1.932 -4.750
C1 1.338 -0.486 3.861
O2 1.093 -0.772 0.336
C2 -0.494 -1.097 2.323
C3 -0.174 -0.584 0.975
C4 -1.007 0.145 0.164
C5 1.600 0.624 -3.206
C6 1.959 -0.087 -1.989
C7 -0.585 0.925 -2.257
C8 0.291 1.026 -3.303
C9 1.055 -0.161 -0.910
C10 -0.238 0.350 -1.059
C11 -2.413 0.697 0.265
C12 0.640 -1.618 3.237
H1 2.410 0.625 -3.956
H2 3.043 -0.427 -1.936
H3 -1.672 1.264 -2.342
H4 -2.869 0.362 1.188
H5 -2.970 0.327 -0.593
H6 -2.456 1.826 0.268
H7 1.346 -2.240 2.658
H8 0.056 -2.212 4.003

Calculated values
E_LUMO = -1.0 eV
relative energy (zero: lowest compared OMol25 entry of this formula, charge and spin) = 11.5 kcal/mol
structure (SMILES) = Cc1c(C(=O)CC#N)oc2ccc(Cl)cc12
HOMO = -9.28 eV

Atomic partial charges in e from the Mulliken method, atoms 1 to 5:
1. N -0.414
2. O -0.597
3. Cl -0.223
4. C 0.245
5. O -0.473

***

Electronic energy? In order: -3766.6288 -2469.8463 -9869.7949 -8011.2911 -1127.4626 Ha.